w | 28
Properties=species:S:1:pos:R:3:lowdin_charge:R:1 method="wB97M-V/def2-TZVPD" e_lumo_ev=0.9 homo_ev=-8.868 orbital_gap_ev=9.8
C 1.85 -1.07 1.04 -0.0151
C 0.81 -0.63 0.39 -0.2866
C 0.73 -0.30 -1.11 -0.1953
C 1.60 0.67 -1.65 -0.0572
C 1.43 1.02 -2.90 -0.1143
C 0.49 0.42 -3.70 -0.0947
C -0.28 -0.58 -3.20 -0.0989
C -0.25 -0.91 -1.88 -0.0633
Si -0.57 -0.02 1.52 0.4500
C -1.04 -1.16 2.85 -0.1861
C -2.18 0.22 0.60 -0.1634
C 0.04 1.58 2.12 -0.1711
H 2.81 -1.23 0.51 0.0847
H 1.79 -1.28 2.11 0.0476
H 2.36 1.03 -1.03 0.1019
H 2.14 1.75 -3.24 0.1123
H 0.36 0.76 -4.69 0.0965
H -1.06 -1.01 -3.89 0.1250
H -1.07 -1.53 -1.44 0.1219
H -1.71 -1.96 2.51 0.0422
H -1.49 -0.80 3.77 0.0364
H -0.10 -1.60 3.30 0.0399
H -2.38 -0.40 -0.28 0.0191
H -3.02 0.22 1.18 -0.0067
H -1.97 1.27 0.23 0.0530
H 0.56 2.17 1.33 0.0615
H -0.70 2.02 2.76 0.0324
H 0.85 1.33 2.79 0.0283

=====

x | 28
Properties=species:S:1:pos:R:3:lowdin_charge:R:1 method="wB97M-V/def2-TZVPD" e_lumo_ev="0.0 / 0.0" homo_ev="-7.797 / -7.795" orbital_gap_ev="7.8 / 7.8"
C -1.91 -0.62 -3.22 -0.0915
C -2.08 0.70 -2.69 -0.0998
C -1.33 -1.73 -2.55 -0.0191
C -1.58 0.97 -1.44 -0.0358
C -0.69 -1.33 -1.40 -0.1813
C -0.84 -0.07 -0.87 -0.2837
C -0.13 -1.93 -0.06 -0.0834
C -0.20 -0.47 0.35 -0.2923
C 1.94 -0.66 2.63 -0.1556
C 0.18 1.87 2.45 -0.2123
C 2.02 1.06 -0.10 -0.1671
Si 1.00 0.49 1.46 0.5423
H -2.38 -0.85 -4.24 0.1103
H -2.85 1.37 -3.28 0.1408
H -1.06 -2.67 -3.09 0.1214
H -1.62 2.00 -1.10 0.1121
H -0.67 -2.54 0.60 0.0845
H 0.94 -2.32 -0.13 0.1307
H -1.66 -0.10 1.53 0.1754
H 1.48 -1.66 2.59 0.0411
H 2.85 -0.95 2.21 0.0091
H 1.89 -0.41 3.63 -0.0079
H 0.68 2.82 2.15 0.0290
H -0.88 2.04 2.22 0.0010
H 0.09 1.69 3.58 0.0561
H 2.75 1.70 0.21 -0.0356
H 2.74 0.26 -0.53 0.0701
H 1.30 1.32 -0.93 0.0414

=====

Short version: x is the least stable of them.

=====

w | 14
Properties=species:S:1:pos:R:3:lowdin_charge:R:1 method="wB97M-V/def2-TZVPD" e_lumo_ev="-4.9 / -4.9" homo_ev="-14.138 / -14.602" total_charge=+1 orbital_gap_ev="9.3 / 9.7"
C 1.64 -0.42 0.26 -0.1319
C -1.72 -0.46 -0.19 0.0063
C 0.50 0.30 -0.39 -0.2063
N -0.72 0.42 0.44 -0.0140
H 1.92 -0.05 1.27 0.0887
H 1.61 -1.60 0.10 0.1304
H 2.61 -0.16 -0.39 0.1330
H -1.76 -0.22 -1.24 0.1104
H -1.38 -1.48 -0.07 0.1252
H -2.67 -0.33 0.11 0.0715
H 0.36 0.33 -1.47 0.0947
H 1.09 2.26 -0.49 0.2279
H -0.94 1.36 0.63 0.1410
H -0.55 0.06 1.45 0.2231

=====

x | 14
Properties=species:S:1:pos:R:3:lowdin_charge:R:1 method="wB97M-V/def2-TZVPD" e_lumo_ev=-3.9 homo_ev=-14.113 total_charge=+1 orbital_gap_ev=10.2
C -2.98 0.18 -0.31 -0.0307
C -1.95 -0.41 0.30 -0.1236
C 2.28 -0.29 -0.27 0.0118
N 1.04 0.48 0.28 0.1646
H -3.32 -0.17 -1.23 0.0303
H 2.40 -0.29 -1.33 0.0861
H -3.44 1.19 0.06 0.1118
H -1.53 -0.05 1.21 0.0266
H -1.42 -1.30 -0.08 0.0631
H 3.08 0.29 0.03 0.0729
H 2.13 -1.41 -0.05 0.1420
H 0.78 1.11 -0.52 0.1945
H 1.42 0.88 1.13 0.1617
H 0.36 -0.26 0.45 0.0889

=====

Short version: w is the least stable of them.

=====

w | 9
Properties=species:S:1:pos:R:3:lowdin_charge:R:1 method="wB97M-V/def2-TZVPD" e_lumo_ev=-0.4 homo_ev=-10.836 orbital_gap_ev=10.4
N 2.56 1.49 -0.11 0.1498
C 2.45 0.34 0.00 -0.2465
C 1.71 -0.82 0.17 0.0193
C 0.50 -0.88 0.21 0.1199
C -0.95 -0.77 0.11 -0.5457
N -1.40 0.49 -0.13 0.1803
O -1.66 -1.76 0.20 0.0857
H -0.82 1.32 -0.18 0.1166
H -2.39 0.59 -0.29 0.1207

=====

x | 9
Properties=species:S:1:pos:R:3:lowdin_charge:R:1 method="wB97M-V/def2-TZVPD" e_lumo_ev=-1.4 homo_ev=-8.692 orbital_gap_ev=7.3
C -0.01 0.20 0.75 -0.3886
C 0.57 0.49 -0.97 -0.0456
C 0.83 -0.80 -0.51 -0.1180
O 0.49 1.34 0.21 0.0400
N 0.81 -0.87 0.87 0.1075
C -1.41 0.19 1.12 -0.0675
N -2.46 0.20 1.58 0.2169
H 0.24 0.91 -1.91 0.1216
H 0.94 -1.68 -1.14 0.1336

=====

Short version: x is the least stable of them.

=====

w | 34
Properties=species:S:1:pos:R:3:lowdin_charge:R:1 method="wB97M-V/def2-TZVPD" e_lumo_ev=0.9 homo_ev=-10.757 orbital_gap_ev=11.7
C -1.73 0.74 7.91 -0.1488
C -1.11 0.28 6.68 -0.3144
C -0.36 1.31 5.81 -0.4202
C 0.85 1.99 6.50 -0.0819
C 0.07 0.44 4.59 -0.0967
H -2.39 1.62 7.87 0.0866
H -0.89 0.96 8.60 0.0756
H -2.30 -0.12 8.31 0.0810
H -0.51 -0.63 6.90 0.1245
H -1.99 -0.05 6.10 0.1118
H -1.09 2.08 5.50 0.1364
H 0.49 2.62 7.33 0.0710
H 1.42 2.63 5.79 0.0741
H 1.54 1.23 6.90 0.0827
H 0.70 1.05 3.92 0.0718
H -0.82 0.11 4.04 0.0666
H 0.65 -0.45 4.89 0.0802
C -5.23 0.82 2.51 -0.1369
C -4.47 -0.38 2.12 -0.2841
C -4.69 -0.69 0.67 -0.4915
C -3.64 -1.67 0.29 -0.1123
C -6.11 -1.04 0.13 -0.0604
H -6.31 0.60 2.60 0.0747
H -5.10 1.59 1.73 0.0850
H -4.88 1.24 3.47 0.0759
H -3.40 -0.16 2.27 0.1134
H -4.74 -1.20 2.82 0.1286
H -4.47 0.21 0.06 0.1328
H -2.60 -1.34 0.45 0.0835
H -3.75 -2.01 -0.76 0.0824
H -3.85 -2.52 0.96 0.0862
H -6.77 -0.33 0.66 0.0635
H -6.47 -2.06 0.32 0.0788
H -6.16 -0.84 -0.95 0.0800

=====

x | 34
Properties=species:S:1:pos:R:3:lowdin_charge:R:1 method="wB97M-V/def2-TZVPD" e_lumo_ev=1.1 homo_ev=-10.567 orbital_gap_ev=11.7
C 0.17 -0.15 -4.29 -0.1207
C -0.95 0.30 -5.28 -0.2901
C -1.98 -0.70 -5.68 -0.2513
C -2.90 -1.21 -4.54 -0.2857
C -3.60 -2.43 -5.02 -0.1516
H 1.06 0.51 -4.32 0.0675
H 0.50 -1.18 -4.47 0.0729
H -0.28 -0.09 -3.28 0.0603
H -1.37 1.27 -4.94 0.1110
H -0.27 0.51 -6.12 0.0986
H -2.57 -0.29 -6.53 0.1193
H -1.42 -1.58 -6.05 0.1133
H -2.33 -1.51 -3.64 0.1090
H -3.64 -0.45 -4.23 0.1157
H -4.26 -2.15 -5.86 0.0785
H -4.23 -2.81 -4.20 0.0742
H -2.93 -3.24 -5.35 0.0791
C 3.87 0.80 5.59 -0.1261
C 2.73 1.78 5.83 -0.2931
C 1.34 1.26 5.48 -0.2481
C 1.05 1.11 3.96 -0.2652
C 0.06 -0.06 3.80 -0.1326
H 3.91 0.54 4.52 0.0605
H 3.60 -0.10 6.16 0.0763
H 4.88 1.13 5.91 0.0739
H 2.84 1.82 6.93 0.1015
H 2.86 2.81 5.44 0.1111
H 1.25 0.30 6.01 0.1088
H 0.56 1.94 5.88 0.1131
H 0.72 2.03 3.45 0.1135
H 1.99 0.77 3.49 0.0911
H -0.20 -0.27 2.75 0.0687
H -0.84 0.33 4.31 0.0719
H 0.36 -1.00 4.28 0.0749

=====

Short version: x is the least stable of them.

=====

w | 17
Properties=species:S:1:pos:R:3:lowdin_charge:R:1 method="wB97M-V/def2-TZVPD" e_lumo_ev=0.5 homo_ev=-9.666 orbital_gap_ev=10.2
O -0.21 -0.25 -2.67 0.0577
C -0.55 -0.53 -1.55 -0.2353
C -0.69 0.55 -0.47 -0.1479
N -1.70 0.01 0.47 0.0069
C -1.43 -1.20 1.19 -0.2629
O -0.41 -1.79 0.88 -0.0005
H -0.52 -1.60 -1.25 0.1259
H 0.21 0.63 0.12 0.0911
H -0.94 1.59 -0.90 0.1500
H -2.13 0.73 1.03 0.1187
H -2.22 -1.43 1.86 0.1222
O 1.00 2.67 0.25 -0.0600
H 0.65 2.59 -0.64 0.0197
H 1.89 2.30 0.26 0.0500
O 2.55 -1.28 0.13 -0.0549
H 2.84 -1.88 0.83 0.0468
H 1.67 -1.10 0.44 -0.0273

=====

x | 17
Properties=species:S:1:pos:R:3:lowdin_charge:R:1 method="wB97M-V/def2-TZVPD" e_lumo_ev=0.6 homo_ev=-9.741 orbital_gap_ev=10.3
O 0.05 0.23 -2.43 0.0577
C -0.92 0.08 -1.74 -0.2357
C -0.89 0.39 -0.26 -0.1567
N -2.07 0.00 0.48 0.0229
C -1.96 -0.98 1.44 -0.3599
O -0.94 -1.29 1.99 0.0320
H -1.90 -0.20 -2.19 0.1220
H -0.05 0.03 0.28 0.1013
H -0.74 1.47 -0.32 0.1249
H -3.01 0.10 0.13 0.1259
H -2.91 -1.48 1.67 0.1291
O 1.76 1.86 0.00 -0.0380
H 2.19 1.09 0.39 0.0152
H 2.14 2.61 0.47 0.0518
O 3.20 -1.35 0.42 -0.0505
H 2.93 -2.02 -0.22 0.0438
H 3.11 -0.55 -0.11 0.0141

=====

y | 17
Properties=species:S:1:pos:R:3:lowdin_charge:R:1 method="wB97M-V/def2-TZVPD" e_lumo_ev=-5.6 homo_ev=-8.399 orbital_gap_ev=2.8
C 1.93 -1.66 -1.43 -0.4659
N 1.06 -2.40 -0.74 0.1182
C -0.08 2.59 2.37 0.2330
C 0.27 1.38 1.77 -0.3029
O -0.56 0.57 1.30 0.0612
O 1.69 -0.80 -2.27 0.0417
H 2.98 -1.88 -1.15 0.1191
H 1.47 -2.81 0.09 0.0534
H 0.63 3.39 2.51 0.0824
H -1.14 2.74 2.54 0.0953
H 1.29 1.22 1.37 0.1288
H -2.03 0.54 -1.31 0.0006
H -1.49 1.35 -0.25 -0.0391
O -1.95 1.47 -1.07 -0.0528
H -1.92 -2.17 -1.70 0.0357
H -0.66 -1.98 -0.90 -0.0350
O -1.50 -1.54 -1.12 -0.0736

=====

Short version: y is the least stable of them.

=====

w | 21
Properties=species:S:1:pos:R:3:lowdin_charge:R:1 method="wB97M-V/def2-TZVPD" e_lumo_ev=-4.0 homo_ev=-14.231 total_charge=+1 orbital_gap_ev=10.2
C -0.04 -1.21 -1.71 0.1511
N -0.52 -0.90 -0.61 -0.0873
C -1.59 -1.41 0.07 -0.0513
C 0.64 0.10 0.36 -0.3003
C -0.20 0.73 1.46 -0.0064
C 1.60 -0.95 0.81 -0.2336
O 1.27 -1.99 1.21 0.1468
C 1.22 1.15 -0.53 -0.1536
O 2.23 0.55 -1.44 -0.1069
H 0.92 -0.69 -2.12 0.1464
H -0.52 -2.01 -2.24 0.1252
H -2.34 -0.64 0.30 0.1186
H -1.06 -1.77 1.05 0.1449
H -2.16 -2.20 -0.52 0.1419
H -0.72 0.07 2.14 0.0935
H -0.91 1.41 0.90 0.1304
H 0.50 1.44 2.01 0.1317
H 2.66 -0.48 1.10 0.1954
H 1.69 2.11 -0.05 0.1945
H 0.47 1.37 -1.17 0.0878
H 2.70 1.32 -1.86 0.1313

=====

x | 21
Properties=species:S:1:pos:R:3:lowdin_charge:R:1 method="wB97M-V/def2-TZVPD" e_lumo_ev=-4.5 homo_ev=-13.722 total_charge=+1 orbital_gap_ev=9.2
O -2.32 0.51 0.17 0.0504
C -2.55 -0.67 0.23 -0.1911
C -1.47 -1.65 0.71 -0.1009
C -0.39 -1.80 -0.42 -0.1589
C 0.46 -0.60 -0.61 -0.0774
C 1.77 -0.57 -0.59 -0.0514
N 2.47 0.72 -0.72 0.0846
C 2.49 1.45 0.31 0.1610
H -3.49 -1.16 -0.07 0.1372
H -1.81 -2.66 0.93 0.1204
H -1.01 -1.13 1.54 0.1192
H -0.91 -1.97 -1.37 0.1313
H 0.25 -2.67 -0.26 0.1211
H -0.12 0.30 -0.79 0.1126
H 2.50 -1.37 -0.47 0.1384
H 3.05 0.79 -1.55 0.1803
H 2.05 1.30 1.29 0.1270
H 2.93 2.45 0.26 0.1307
H -0.86 1.25 0.70 -0.0047
H -0.85 2.78 0.66 0.0227
O -0.29 2.05 0.74 -0.0527

=====

Short version: w is the least stable of them.

=====

w | 18
Properties=species:S:1:pos:R:3:lowdin_charge:R:1 method="wB97M-V/def2-TZVPD" e_lumo_ev=0.9 homo_ev=-8.209 orbital_gap_ev=9.1
O -1.20 1.90 0.03 -0.0066
C -1.30 0.49 0.01 -0.3373
C -0.71 -0.25 -1.16 -0.1141
C -0.81 -1.65 -0.68 -0.0667
C -0.77 -1.66 0.63 -0.0168
C -0.49 -0.22 1.08 -0.1628
C 0.84 0.26 0.59 -0.2132
N 2.27 0.29 0.64 0.0226
N 2.31 0.42 -0.77 0.0136
C 0.86 0.28 -0.77 -0.0481
H -0.42 2.15 0.50 0.0663
H -2.35 0.42 0.07 0.1478
H -0.94 0.01 -2.21 0.1441
H -1.26 -2.39 -1.37 0.1205
H -0.66 -2.40 1.45 0.1273
H -0.76 -0.05 2.07 0.1214
H 2.58 1.20 0.96 0.1093
H 2.80 1.22 -1.08 0.0925

=====

x | 18
Properties=species:S:1:pos:R:3:lowdin_charge:R:1 method="wB97M-V/def2-TZVPD" e_lumo_ev="-0.1 / 0.2" homo_ev="-6.931 / -7.344" orbital_gap_ev="6.8 / 7.6"
C -2.69 0.04 0.68 -0.1554
C -2.86 -0.77 -0.46 -0.1360
C -1.40 0.40 0.82 -0.0731
C -1.65 -0.97 -0.99 -0.1141
C 2.59 -0.95 -0.14 -0.1396
C 2.67 0.54 0.09 -0.1470
C 1.23 1.00 0.07 -0.2553
N -0.72 -0.27 -0.28 -0.1526
N 0.59 -0.14 -0.59 -0.0048
O 3.20 -1.92 -0.38 0.1556
H -3.64 0.46 1.23 0.1319
H -3.78 -1.37 -0.83 0.1278
H -0.81 1.00 1.62 0.1289
H -1.41 -1.57 -1.82 0.1053
H 3.31 0.72 1.10 0.1649
H 3.50 0.83 -0.74 0.1676
H 0.87 1.05 1.09 0.0703
H 1.01 1.92 -0.47 0.1257

=====

Short version: w is the least stable of them.

=====

w | 11
Properties=species:S:1:pos:R:3:lowdin_charge:R:1 method="wB97M-V/def2-TZVPD" e_lumo_ev=1.1 homo_ev=-9.290 orbital_gap_ev=10.3
F -1.84 0.02 -0.65 0.0331
C -0.84 0.10 0.23 -0.4683
C 0.27 1.06 -0.06 -0.1416
N 0.88 -0.10 -0.83 -0.0262
C 0.05 -1.06 0.06 -0.1306
H -1.27 0.29 1.26 0.1507
H -0.01 2.02 -0.69 0.1451
H 0.77 1.28 1.00 0.1382
H 1.84 -0.39 -0.87 0.0717
H 0.55 -1.34 1.01 0.1216
H -0.41 -1.89 -0.45 0.1062

=====

x | 11
Properties=species:S:1:pos:R:3:lowdin_charge:R:1 method="wB97M-V/def2-TZVPD" e_lumo_ev=1.0 homo_ev=-9.209 orbital_gap_ev=10.2
N -2.33 0.04 -0.19 -0.0064
C -1.00 -0.50 0.15 -0.2717
C 0.02 0.58 0.00 -0.1204
C 1.34 0.53 0.07 -0.1588
F 2.18 -0.56 -0.09 -0.0237
H -3.02 -0.75 -0.17 0.0867
H -2.59 0.87 0.24 0.0333
H -0.64 -1.32 -0.42 0.1007
H -0.90 -0.84 1.21 0.1204
H -0.22 1.64 0.01 0.0985
H 1.88 1.58 -0.04 0.1414

=====

Short version: w is the least stable of them.

=====

w | 17
Properties=species:S:1:pos:R:3:lowdin_charge:R:1 method="wB97M-V/def2-TZVPD" e_lumo_ev=-8.7 homo_ev=-21.092 total_charge=+2 orbital_gap_ev=12.4
C 1.87 0.51 0.18 0.0516
N 0.87 -0.17 -0.68 0.1032
N -0.44 -0.39 -0.06 -0.2047
C -1.14 1.20 0.48 0.2078
C -1.24 -1.49 -0.60 0.0770
N -0.53 -1.49 0.65 0.1379
H 2.40 1.16 -0.47 0.1165
H 1.43 0.90 1.02 0.0731
H 2.69 -0.21 0.51 0.1623
H 1.38 -1.00 -0.90 0.1861
H 0.81 0.50 -1.50 0.2337
H -1.30 1.13 1.58 0.1189
H -0.66 2.07 -0.11 0.1372
H -2.19 1.19 0.06 0.1062
H -0.77 -1.96 -1.42 0.1332
H -2.30 -1.13 -0.65 0.1743
H -0.97 -1.45 1.57 0.1858

=====

x | 17
Properties=species:S:1:pos:R:3:lowdin_charge:R:1 method="wB97M-V/def2-TZVPD" e_lumo_ev=-8.0 homo_ev=-20.531 total_charge=+2 orbital_gap_ev=12.5
C 1.60 0.86 0.23 0.0398
C 0.81 -1.31 0.07 0.1176
C -1.96 -0.21 0.12 0.0875
N 1.87 -0.48 -0.16 0.0570
N 0.06 1.00 -0.17 0.0984
N -0.58 -0.18 -0.49 -0.0807
H 1.51 1.00 1.30 0.1557
H 2.27 1.44 -0.32 0.1494
H 0.71 -2.19 -0.52 0.1469
H 0.48 -1.40 1.02 0.1054
H -1.78 -0.18 1.14 0.0978
H -2.24 0.74 -0.18 0.0936
H -2.49 -1.09 -0.19 0.1323
H 2.48 -0.54 -0.87 0.1256
H -0.24 1.30 0.77 0.1930
H -0.20 1.80 -0.79 0.2384
H -0.74 -0.55 -1.49 0.2426

=====

Short version: w is the least stable of them.